# 1
51
Properties=species:S:1:pos:R:3:lowdin_charge:R:1 method="wB97M-V/def2-TZVPD" energy_ev=-27695.8879 de_lowest_kj_mol=79.9 fmax_ev_per_a=0.56
C -1.4206 2.8479 -5.7916 -0.0548
C -1.2963 2.3913 -4.3696 -0.2860
C -0.5407 3.1254 -3.4611 -0.0371
C -0.4210 2.7214 -2.1466 -0.0257
C -1.0502 1.5639 -1.7016 -0.2250
C -1.7979 0.8265 -2.6070 -0.0370
C -1.9224 1.2372 -3.9233 -0.0451
H -2.5126 0.6480 -4.6110 0.1073
H -2.2912 -0.0795 -2.2824 0.1099
C -0.9285 1.1320 -0.2630 -0.1450
N 0.4514 1.2283 0.1905 -0.1411
C 1.3366 0.2917 -0.4829 -0.1374
C 1.2454 -1.1364 0.0632 -0.1634
N 1.5199 -1.1076 1.4878 -0.1494
C 0.5384 -0.2869 2.1677 -0.1451
H -0.4902 -0.6703 2.0314 0.1250
C 0.6140 1.1549 1.6370 -0.2997
C 1.9382 1.8066 2.0721 -0.1282
H 1.8701 2.0146 3.1410 0.1177
H 2.7597 1.1096 1.9112 0.1103
C 2.2269 3.1110 1.3170 -0.2649
O 1.1169 3.9706 1.2512 -0.0694
H 0.4369 3.5022 0.7505 0.0522
H 3.0103 3.6707 1.8339 0.1175
H 2.5786 2.8796 0.3028 0.1075
H -0.2083 1.7231 2.0893 0.1457
H 0.7601 -0.2860 3.2377 0.1283
C 1.6913 -2.4267 2.0792 -0.1360
C 0.4370 -3.2648 2.0631 -0.2815
N 0.1615 -3.8940 0.9264 0.1103
C -0.9587 -4.5874 0.8364 -0.1412
C -1.8751 -4.6975 1.8705 -0.0682
C -1.5939 -4.0429 3.0598 -0.0678
C -0.4222 -3.3128 3.1588 -0.0319
H -0.1701 -2.7919 4.0705 0.1099
H -2.2771 -4.1004 3.8954 0.1054
H -2.7771 -5.2771 1.7502 0.0988
H -1.1250 -5.0772 -0.1149 0.1048
H 2.4699 -2.9378 1.5084 0.1233
H 2.0337 -2.2851 3.1083 0.1215
H 0.2546 -1.5673 -0.1579 0.1111
H 1.9952 -1.7613 -0.4244 0.1264
H 2.3611 0.6472 -0.3532 0.1188
H 1.1002 0.2999 -1.5488 0.1248
H -1.5317 1.8065 0.3577 0.1344
H -1.3518 0.1205 -0.1517 0.1160
H 0.1742 3.3010 -1.4577 0.1059
H -0.0438 4.0265 -3.7913 0.1140
H -0.4383 2.9046 -6.2591 0.0809
H -2.0409 2.1662 -6.3679 0.0721
H -1.8650 3.8417 -5.8325 0.0811

=====

# 2
9
Properties=species:S:1:pos:R:3:lowdin_spin:R:1 method="wB97M-V/def2-TZVPD" energy_ev=-19003.1191 de_lowest_kj_mol=0.0 spin_multiplicity=3 fmax_ev_per_a=4.62
C -0.1935 0.7972 -0.1117 0.0209
C -0.3211 0.7861 1.2762 0.0004
C -0.4231 -0.6035 -0.6801 0.0654
N -0.2164 0.7514 2.4049 0.0039
N 0.7616 -1.1912 -0.8822 0.6946
O -1.5353 -1.0408 -0.9911 0.1098
S 1.8013 -2.0976 -0.1772 1.0998
H -0.7975 1.7014 -0.4288 0.0032
H 0.9240 0.8969 -0.4099 0.0019

=====

# 3
15
Properties=species:S:1:pos:R:3:lowdin_charge:R:1 method="wB97M-V/def2-TZVPD" total_charge=-1 energy_ev=-32065.3417 de_lowest_kj_mol=239.7 fmax_ev_per_a=3.18
C -3.5989 0.6026 -0.0448 0.0723
C -5.5006 -0.5783 -0.4009 -0.6413
C -4.9684 0.6742 -0.1496 -1.0143
C -2.4908 -0.1735 0.0162 -0.4714
C 0.7535 0.6709 0.3721 -0.0845
C -0.1475 -0.2252 -0.4618 -0.3143
O -2.2466 -1.1253 0.8081 -0.0280
O -1.3743 0.3400 -0.8059 -0.0950
S -5.6929 -2.0914 -0.0692 0.7352
S -6.0819 1.8964 0.2636 0.4092
H 0.2371 1.6046 0.6156 0.0840
H 1.1050 0.1721 1.2814 0.0727
H 1.5802 1.0183 -0.1285 0.0208
H -0.3247 -1.1471 0.1808 0.1077
H 0.3473 -0.5683 -1.5068 0.1470

=====

# 4
16
Properties=species:S:1:pos:R:3:lowdin_charge:R:1 method="wB97M-V/def2-TZVPD" total_charge=+1 energy_ev=-6826.9436 de_lowest_kj_mol=314.4 fmax_ev_per_a=6.18
C -1.2136 1.2499 1.4672 0.0940
C -0.2504 0.3579 1.2411 -0.2121
C 0.5368 -0.0136 0.1079 -0.3333
C 0.5910 -1.3519 -0.8918 0.0547
C 0.4067 1.1749 -0.9037 -0.0654
N -0.2407 -2.2932 -0.7305 0.2357
H -1.5411 1.2518 2.4300 0.0468
H -1.7202 1.6513 0.5872 0.0869
H 1.6201 -1.1132 -1.4535 0.2081
H 1.6574 0.1299 0.4000 0.1750
H -0.5861 1.4474 -1.1142 0.0558
H 0.9624 1.0640 -1.8266 0.0793
H 0.8415 1.9787 -0.2416 0.1224
H 0.1466 -0.3355 2.0403 0.1322
H -0.4669 -2.9825 -1.3417 0.1081
H -0.7434 -2.2159 0.2299 0.2117

=====

# 5
73
Properties=species:S:1:pos:R:3:lowdin_spin:R:1 method="wB97M-V/def2-TZVPD" total_charge=+1 energy_ev=-76430.0169 spin_multiplicity=3 fmax_ev_per_a=4.32
Tm -0.0086 0.0298 -0.1650 2.0166
C 1.3694 -1.8949 -0.3324 -0.0043
C 0.2485 -2.3484 0.5393 -0.0025
C -0.7047 -1.6554 -1.5095 -0.0012
C 0.7678 -1.5583 -1.6255 -0.0005
C -1.0161 -2.0762 -0.1151 -0.0015
C 2.8105 -2.2228 -0.0425 -0.0005
H 3.1245 -2.0476 1.0045 0.0000
H 3.5321 -1.6644 -0.6728 0.0000
H 3.0141 -3.2957 -0.2407 -0.0003
C 1.4150 -1.5096 -2.9603 0.0006
H 2.4810 -1.7669 -2.9203 0.0000
H 1.3087 -0.5404 -3.4921 0.0001
H 0.9652 -2.2591 -3.6403 0.0001
C -1.5641 -1.8624 -2.6972 0.0008
H -1.2860 -2.8209 -3.1817 0.0000
H -1.4489 -1.0879 -3.4773 0.0000
H -2.6354 -1.9557 -2.4684 0.0000
C -2.3562 -2.5138 0.3820 -0.0001
H -2.2695 -3.2314 1.2134 0.0000
H -2.9392 -3.0249 -0.4054 0.0000
H -2.9960 -1.6873 0.7519 0.0000
C 0.4049 -2.9585 1.9655 -0.0002
H 0.3663 -3.9990 1.8309 0.0000
H -0.3845 -2.6488 2.6759 0.0000
H 1.3651 -2.7283 2.4594 0.0000
C 1.1815 1.8883 0.6374 -0.0017
C 1.7352 0.8337 1.2694 -0.0020
C 1.4974 0.5159 2.7614 -0.0002
C -0.0298 0.5257 3.1718 0.0000
C -1.0522 0.2802 2.0717 0.0010
C -1.5539 1.1871 1.1589 -0.0030
C -1.1887 2.6282 1.2654 -0.0002
C 0.3285 2.9040 1.3439 0.0001
H 2.0515 1.2193 3.3501 -0.0001
H -0.3040 1.4655 3.6173 0.0000
H 1.9496 -0.4495 3.0649 0.0000
H 0.6597 2.9911 2.3862 0.0000
H 1.5344 2.3038 -0.3341 -0.0001
H 2.5776 0.2213 0.8310 0.0001
H 0.5128 3.9104 0.9207 0.0000
H -1.5906 3.2119 0.4222 0.0000
H -2.6037 0.9827 1.0296 0.0001
H -1.6813 3.0347 2.1650 -0.0001
H -0.1803 -0.2512 3.9406 0.0000
H -1.6295 -0.6738 2.1830 0.0002
P 3.9124 0.8184 -4.4135 0.0000
C 5.1841 0.0764 -5.5344 0.0000
H 5.9821 0.8060 -5.7547 0.0000
H 4.7508 -0.2234 -6.5000 0.0000
H 5.6627 -0.8082 -5.0865 0.0000
C 3.5772 2.2540 -5.5310 0.0000
H 4.5212 2.6904 -5.8973 0.0000
H 3.0151 3.0545 -5.0283 0.0000
H 2.9910 1.9409 -6.4111 0.0000
C 5.1698 1.6291 -3.3251 0.0000
H 5.9153 2.1714 -3.9299 0.0000
H 5.7126 0.8806 -2.7230 0.0000
H 4.7246 2.3555 -2.6292 0.0000
P -4.2460 0.3386 -3.7441 0.0000
C -5.8100 -0.5165 -3.2447 0.0000
H -6.6782 -0.0363 -3.7226 0.0000
H -5.9588 -0.4736 -2.1534 0.0000
H -5.8041 -1.5770 -3.5435 0.0000
C -4.8261 2.0595 -3.4119 0.0000
H -5.8009 2.2461 -3.8937 0.0000
H -4.1122 2.7947 -3.8181 0.0000
H -4.9537 2.2682 -2.3395 0.0000
C -4.6128 0.4512 -5.5562 0.0000
H -5.5472 1.0092 -5.7368 0.0000
H -4.7358 -0.5344 -6.0278 0.0000
H -3.8032 0.9796 -6.0873 0.0000
F 0.6122 -1.0749 1.9429 -0.0010

=====

# 6
69
Properties=species:S:1:pos:R:3:lowdin_charge:R:1 method="wB97M-V/def2-TZVPD" total_charge=+2 energy_ev=-62665.2503 de_lowest_kj_mol=0.0 fmax_ev_per_a=2.40
Ir -0.1868 -0.1528 0.8351 1.3242
N 1.0900 -2.5073 2.4119 -0.0730
P 1.7069 -1.4712 1.2383 0.9287
C 3.4045 -1.1100 1.6347 -0.3602
C 4.3081 -2.1761 1.6543 -0.0767
C 5.6234 -1.9384 2.0098 -0.0442
C 6.0362 -0.6474 2.3251 -0.0375
C 5.1431 0.4124 2.2830 -0.0514
C 3.8186 0.1838 1.9405 -0.0805
C 1.7669 -2.4024 -0.3258 -0.3643
C 0.9858 -3.5368 -0.5130 -0.0871
C 1.0055 -4.1942 -1.7363 -0.0597
C 1.7860 -3.7059 -2.7735 -0.0634
C 2.5530 -2.5608 -2.5918 -0.0671
C 2.5429 -1.9034 -1.3715 -0.0961
C -0.1721 -2.2896 2.9239 -0.3382
C -0.7238 -3.1761 3.8497 0.0165
C -1.9925 -2.9510 4.3187 -0.0128
C -2.6861 -1.8241 3.8821 -0.0233
C -2.0820 -0.9904 2.9839 -0.0847
N -0.8364 -1.2016 2.4809 -0.0693
H 1.6666 -3.2074 2.8555 0.1348
H 3.9984 -3.1765 1.3721 0.1178
H 6.3312 -2.7559 2.0309 0.1204
H 7.0666 -0.4694 2.6023 0.1213
H 5.4746 1.4142 2.5195 0.1183
H 3.1156 1.0079 1.9119 0.1033
H 0.3711 -3.9183 0.2937 0.1050
H 0.4165 -5.0910 -1.8756 0.1155
H 1.8002 -4.2197 -3.7257 0.1173
H 3.1725 -2.1902 -3.3984 0.1170
H 3.1511 -1.0168 -1.2302 0.1158
H -0.1446 -4.0288 4.1762 0.1294
H -2.4439 -3.6415 5.0185 0.1310
H -3.6749 -1.5901 4.2479 0.1244
H -2.5737 -0.0913 2.6599 0.1071
C -3.3426 2.7583 0.7389 0.0273
C -2.7590 1.3871 0.6153 -0.3566
O -1.5922 1.2630 1.0989 -0.1630
C -3.4661 0.3032 0.0330 -0.1184
C -4.8593 0.4191 -0.2315 -0.0009
C -5.5517 -0.6027 -0.8075 -0.0456
C -4.8677 -1.7855 -1.1500 -0.0188
C -3.5275 -1.9370 -0.9068 0.0096
C -2.7984 -0.8972 -0.3043 -0.2993
O -1.5051 -1.1484 -0.1599 -0.2255
H -2.5661 3.4592 1.0324 0.1001
H -4.1186 2.7693 1.5085 0.1142
H -3.8021 3.0639 -0.2002 0.1046
H -5.3767 1.3265 0.0487 0.1223
H -6.6087 -0.5063 -1.0084 0.1199
H -5.4107 -2.5980 -1.6159 0.1252
H -3.0010 -2.8450 -1.1676 0.1300
C -0.6067 -0.9055 -3.3559 -0.1092
C 0.0173 0.4814 -3.3746 -0.3566
S -0.4032 1.3843 -1.8921 1.0253
O 0.5598 0.7521 -0.8365 -0.6652
C 0.3253 2.9906 -2.2328 -0.3612
C -0.7400 3.9593 -2.7344 -0.1123
H -0.2828 -1.4563 -4.2373 0.0935
H -1.6959 -0.8496 -3.3687 0.0836
H -0.2958 -1.4630 -2.4719 0.0527
H -0.3403 1.0936 -4.2067 0.1098
H 1.1089 0.4472 -3.3907 0.1045
H 1.1288 2.8477 -2.9559 0.1029
H 0.7586 3.2990 -1.2813 0.1017
H -1.2838 3.5609 -3.5923 0.0809
H -0.2637 4.8856 -3.0503 0.0932
H -1.4607 4.1956 -1.9522 0.0730

=====

# 7
72
Properties=species:S:1:pos:R:3:lowdin_charge:R:1 method="wB97M-V/def2-TZVPD" energy_ev=-56997.8058 fmax_ev_per_a=4.88
C -4.8257 1.9343 -5.2513 -0.2096
C -3.9045 0.5671 -5.1782 -0.7035
I -2.8964 -0.0430 -7.0338 0.8017
C -3.7637 -0.2100 -3.9157 -0.5540
I -4.8819 0.4662 -2.1134 0.7732
B -2.8189 -1.5727 -3.7324 -0.4746
O -3.2400 -2.9375 -4.1750 -0.0035
C -1.3607 -1.3361 -2.9798 -0.1386
C -0.1523 -0.8572 -3.9784 -0.3176
C 0.7505 0.4003 -3.4140 -0.5831
I 1.6115 1.3613 -5.2350 0.6126
H -4.1713 2.7866 -4.7310 0.0985
H -4.9426 2.2623 -6.3735 0.0640
H -5.8591 1.8540 -4.7088 0.0565
H -2.7687 -3.0995 -5.0544 0.1134
H -0.9994 -2.3163 -2.4412 0.1154
H -1.5354 -0.5185 -2.1390 0.0866
H -0.6545 -0.4899 -4.9848 0.0164
H 0.5460 -1.7746 -4.2850 0.1284
H 0.0665 1.1996 -2.8993 0.0549
H 1.6753 0.0776 -2.7610 0.0510
C 0.8870 2.7300 0.4892 -0.0731
C -0.6189 2.4911 0.5987 -0.4152
C -1.1381 2.3853 2.0532 -0.1857
O -0.8096 1.1625 2.7214 -0.2117
C 0.5375 1.0792 3.1602 -0.0989
N -0.9667 1.2953 -0.1824 0.0485
H 1.4776 1.8228 0.6381 0.0524
H 1.1381 3.1004 -0.5136 0.0809
H 1.2202 3.4831 1.2119 0.0815
H -1.1144 3.3545 0.1415 0.1359
H -2.2352 2.4175 2.0230 0.1223
H -0.8274 3.2467 2.6561 0.1189
H 0.9141 2.0379 3.5238 0.0920
H 1.1645 0.6932 2.3573 0.0723
H 0.5846 0.3531 3.9800 0.0845
H -1.9832 1.2053 -0.2043 0.0455
H -0.6618 0.4790 0.3571 0.0795
C -2.9864 -2.3477 6.1688 -0.0777
C -2.1825 -3.5081 5.5826 -0.4289
C -1.2932 -3.1160 4.3776 -0.1963
O -2.0039 -2.8805 3.1574 -0.1914
C -2.6815 -1.6345 3.1062 -0.1035
N -3.1071 -4.5965 5.2341 0.0321
H -3.8777 -2.1047 5.5853 0.0631
H -3.3383 -2.6040 7.1770 0.0773
H -2.3711 -1.4451 6.2539 0.0774
H -1.5144 -3.8668 6.3731 0.1326
H -0.6200 -3.9575 4.1673 0.1203
H -0.6458 -2.2636 4.6146 0.1109
H -2.1158 -0.8358 3.5912 0.0761
H -3.6723 -1.7342 3.5480 0.0714
H -2.8265 -1.3684 2.0528 0.0885
H -2.5599 -5.4111 4.9535 0.0717
H -3.5921 -4.3213 4.3742 0.0729
C 6.7654 0.7228 -1.1454 -0.0773
C 5.7977 1.8924 -1.3248 -0.4263
C 4.5552 1.8320 -0.4033 -0.1963
O 3.5773 0.8551 -0.7760 -0.2235
C 3.9288 -0.4799 -0.4464 -0.1071
N 5.4108 1.9742 -2.7407 0.0411
H 6.4335 -0.1898 -1.6464 0.0633
H 7.7436 0.9732 -1.5769 0.0785
H 6.9207 0.4988 -0.0842 0.0776
H 6.3462 2.8048 -1.0668 0.1342
H 4.0412 2.8002 -0.4660 0.1174
H 4.8387 1.7083 0.6485 0.1190
H 4.4540 -0.5454 0.5091 0.0913
H 4.5238 -0.9143 -1.2490 0.0727
H 3.0064 -1.0682 -0.3779 0.0881
H 4.8601 2.8223 -2.8791 0.0712
H 4.7421 1.2182 -2.9185 0.0617

=====

# 8
57
Properties=species:S:1:pos:R:3:lowdin_spin:R:1 method="wB97M-V/def2-TZVPD" total_charge=-1 energy_ev=-69496.7100 de_lowest_kj_mol=0.0 spin_multiplicity=5 fmax_ev_per_a=1.66
Cr -0.0434 1.5204 -0.3833 3.7085
P -1.1352 3.4916 -1.0396 0.0174
O -1.7201 2.8306 0.2682 0.0683
O -1.0590 2.1933 -2.0121 0.0172
O 0.4244 3.5514 -0.7058 -0.0011
O -1.7926 4.6813 -1.5826 0.0057
C 2.3712 -1.2392 -1.8169 0.0022
C 1.9290 -0.0445 -2.6416 0.0062
C 0.6076 -0.2386 -3.3258 0.0050
O 0.6906 -1.3845 -4.1524 0.0013
C -0.5279 -1.6243 -4.8102 0.0002
N 1.8370 1.1645 -1.8118 0.0522
H 3.0205 -0.9314 -0.9881 0.0003
H 2.9565 -1.9549 -2.3968 0.0001
H 1.5337 -1.7729 -1.3566 0.0009
H 2.6817 0.0755 -3.4412 0.0020
H 0.3794 0.6641 -3.9155 0.0003
H -0.2089 -0.2974 -2.5890 0.0038
H -0.6422 -0.9636 -5.6815 0.0000
H -1.3790 -1.4920 -4.1363 0.0001
H -0.5171 -2.6530 -5.1757 0.0000
H 1.5551 1.9759 -2.3736 0.0023
H 2.7903 1.4231 -1.5492 0.0046
C 3.2441 1.9051 2.8381 0.0007
C 2.3504 1.0640 1.9197 0.0058
C 1.8942 -0.1566 2.6669 0.0006
O 1.2191 -1.0379 1.7817 0.0034
C 0.7309 -2.1725 2.4475 0.0003
N 1.1834 1.8456 1.4196 0.0217
H 3.6631 2.7479 2.2886 0.0001
H 4.0771 1.3293 3.2518 0.0002
H 2.6557 2.2915 3.6748 0.0001
H 2.9198 0.7582 1.0393 0.0008
H 1.2235 0.1033 3.4984 0.0001
H 2.7792 -0.6847 3.0566 0.0001
H 1.5339 -2.7199 2.9565 0.0001
H 0.2781 -2.8372 1.7042 0.0001
H -0.0777 -1.9170 3.1491 0.0000
H 0.5491 2.0240 2.2052 0.0039
H 1.4946 2.7972 1.1986 0.0029
C -3.1375 -0.1102 -1.1034 0.0009
C -2.4347 -0.1140 0.2407 0.0077
C -3.0331 -1.1087 1.2046 0.0011
O -2.3436 -1.0235 2.4483 0.0005
C -2.9936 -1.7070 3.4699 0.0001
N -0.9835 -0.3468 0.0431 0.0372
H -2.6536 0.6587 -1.7213 0.0007
H -4.1851 0.1766 -0.9955 0.0001
H -3.0696 -1.0831 -1.6092 0.0002
H -2.5555 0.8880 0.6656 0.0014
H -2.9529 -2.1508 0.8376 0.0002
H -4.1007 -0.8800 1.3296 0.0001
H -2.4915 -1.4745 4.4050 0.0000
H -2.9988 -2.7988 3.2941 0.0000
H -4.0511 -1.4086 3.5497 0.0000
H -0.8749 -1.2084 -0.4975 0.0060
H -0.6100 -0.6245 0.9595 0.0054